Entry 1:
Formula: C4H12
Source: the OMol25 dataset
Level of theory: ωB97M-V/def2-TZVPD

Each line ends with the Löwdin charge.
Atoms and positions in Å:
1 C 0.601 -1.978 0.852  -0.165
2 C -0.720 1.448 -1.679  -0.174
3 C 0.560 1.870 -0.952  -0.159
4 C -0.464 -1.302 1.770  -0.155
5 H 0.912 -2.945 1.252  0.055
6 H 0.152 -0.708 2.448  0.057
7 H -1.157 -0.686 1.213  0.046
8 H -1.273 2.259 -2.156  0.057
9 H 1.165 2.429 -1.666  0.060
10 H -0.961 -2.018 2.423  0.055
11 H 0.208 -2.314 -0.109  0.056
12 H -0.479 0.754 -2.480  0.062
13 H -1.462 0.998 -1.018  0.051
14 H 1.420 -1.270 0.823  0.049
15 H 1.069 0.925 -0.774  0.049
16 H 0.490 2.482 -0.067  0.058

HOMO energy: -0.4316 Ha
gap between HOMO and LUMO: 0.475 Eh
energy relative to the best compared isomer or geometry (same formula, charge and spin): 0.385 eV
charge: 0


Entry 2:
Formula: C30H40N10
Source: the OMol25 dataset
Level of theory: ωB97M-V/def2-TZVPD

Each line ends with the Löwdin charge.
Atoms and positions in Å:
1 N 30.516 -25.364 17.463  0.150
2 N 28.923 -23.391 20.702  0.006
3 N 31.261 -22.468 18.242  0.029
4 N 35.644 -24.741 17.761  0.129
5 N 29.921 -18.083 20.038  0.138
6 N 33.625 -18.343 15.486  0.014
7 N 38.603 -21.329 14.229  -0.019
8 N 29.419 -17.949 23.299  0.137
9 N 30.796 -20.260 16.004  0.027
10 N 27.992 -22.595 17.734  0.162
11 C 35.332 -24.321 18.796  -0.264
12 C 31.037 -20.018 13.794  -0.110
13 C 29.717 -24.419 21.099  -0.153
14 C 27.476 -22.790 16.724  -0.219
15 C 33.307 -21.635 17.818  -0.097
16 C 30.244 -18.688 23.152  -0.272
17 C 30.048 -19.102 14.229  -0.108
18 C 28.316 -22.785 21.838  -0.102
19 C 35.468 -17.271 14.811  -0.110
20 C 33.986 -17.561 16.513  -0.171
21 C 37.492 -22.217 15.949  -0.114
22 C 29.896 -19.343 15.587  -0.145
23 C 32.010 -25.936 15.373  -0.067
24 C 28.207 -16.256 20.845  -0.071
25 C 38.595 -23.042 15.688  -0.120
26 C 34.809 -23.690 20.029  -0.063
27 C 31.196 -25.624 16.540  -0.259
28 C 35.177 -16.912 16.215  -0.093
29 C 39.263 -22.479 14.621  -0.146
30 C 29.543 -24.592 22.452  -0.128
31 C 37.570 -21.082 15.086  -0.115
32 C 26.777 -22.894 15.441  -0.052
33 C 29.134 -17.320 20.441  -0.278
34 C 31.478 -20.717 14.940  -0.164
35 C 31.353 -19.612 22.757  -0.047
36 C 31.368 -21.289 18.819  -0.240
37 C 34.461 -18.132 14.379  -0.118
38 C 28.640 -23.616 22.886  -0.146
39 C 32.547 -20.719 18.542  -0.138
40 C 32.430 -22.714 17.499  -0.099
41 H 32.530 -23.509 16.775  0.076
42 H 35.310 -22.788 20.380  0.084
43 H 31.220 -20.112 12.734  0.088
44 H 30.861 -20.537 16.973  0.091
45 H 28.185 -23.589 23.866  0.089
46 H 29.171 -18.956 16.289  0.107
47 H 40.099 -22.713 13.979  0.100
48 H 25.946 -22.190 15.480  0.087
49 H 35.587 -16.152 16.864  0.078
50 H 30.457 -20.887 19.238  0.109
51 H 33.390 -17.524 17.413  0.103
52 H 36.724 -22.230 16.709  0.057
53 H 33.842 -23.231 19.822  0.054
54 H 34.341 -21.489 17.543  0.096
55 H 31.762 -25.304 14.520  0.085
56 H 31.224 -20.521 23.345  0.075
57 H 38.951 -20.699 13.520  0.143
58 H 38.856 -23.945 16.221  0.091
59 H 27.442 -22.578 14.638  0.085
60 H 32.204 -21.514 14.998  0.101
61 H 32.851 -19.761 18.938  0.102
62 H 32.352 -19.210 22.928  0.080
63 H 27.834 -16.443 21.852  0.063
64 H 34.263 -18.679 13.469  0.098
65 H 30.152 -25.023 20.316  0.089
66 H 32.755 -18.853 15.427  0.090
67 H 28.580 -15.245 20.681  0.086
68 H 26.341 -23.848 15.145  0.086
69 H 27.396 -16.396 20.131  0.078
70 H 28.753 -23.193 19.727  0.058
71 H 34.798 -24.468 20.792  0.080
72 H 29.417 -18.564 13.537  0.089
73 H 33.045 -25.714 15.633  0.081
74 H 31.898 -26.944 14.974  0.087
75 H 29.967 -25.377 23.061  0.088
76 H 27.655 -21.934 21.762  0.096
77 H 37.054 -20.144 14.947  0.092
78 H 36.293 -16.838 14.264  0.075
79 H 31.196 -19.851 21.705  0.044
80 H 30.328 -22.793 18.029  0.073

HOMO energy: -0.2826 Ha
gap between HOMO and LUMO: 0.293 Eh
energy relative to the best compared isomer or geometry (same formula, charge and spin): 0.877 eV
charge: 0


Entry 3:
Formula: C31H37BBeF4N5O2
Source: the OMol25 dataset
Level of theory: ωB97M-V/def2-TZVPD

Each line ends with the Löwdin charge.
Atoms and positions in Å:
1 F -0.772 1.334 -1.549  0.218
2 F -1.922 0.024 -0.136  0.055
3 F -0.652 -0.909 -1.768  0.113
4 F 0.284 0.185 0.029  -0.026
5 O -2.430 0.356 1.563  -0.152
6 O 0.667 -0.164 1.785  -0.021
7 N -1.240 2.174 1.254  0.017
8 N 2.431 -3.099 -1.224  0.085
9 N 0.657 1.860 1.220  -0.034
10 N 2.344 -0.803 -5.164  0.054
11 N -1.389 -1.032 1.544  0.020
12 C 0.045 -2.815 -1.488  -0.124
13 C -0.828 3.362 1.782  -0.023
14 C 1.208 -2.699 -0.745  -0.192
15 C -3.626 0.632 1.449  -0.382
16 C 1.814 1.945 1.938  -0.090
17 C 2.646 -0.252 0.386  0.010
18 C -2.802 3.484 -0.081  -0.011
19 C -0.675 -1.882 0.687  -0.085
20 C -0.354 -3.216 0.980  -0.053
21 C -2.427 4.654 0.589  -0.046
22 C 0.727 0.324 -3.670  -0.013
23 C 1.869 3.007 -0.553  0.003
24 C 3.011 2.518 1.487  -0.043
25 C 2.612 -1.330 2.680  0.059
26 C -1.715 -2.958 2.924  -0.014
27 C -2.022 -1.638 2.581  -0.031
28 C 1.844 -0.521 1.645  -0.325
29 C 3.004 2.957 0.175  -0.055
30 C 0.092 -3.469 -2.723  0.017
31 C -0.750 -3.691 2.198  -0.019
32 C 3.063 -1.170 -4.072  -0.114
33 C 2.476 -3.843 -2.333  -0.153
34 C 1.267 -0.038 -4.961  -0.119
35 C -1.380 4.675 1.498  0.019
36 C -4.458 -0.049 0.410  0.045
37 C -2.183 2.303 0.263  -0.105
38 C 1.342 -3.957 -3.121  -0.053
39 C 2.712 -0.677 -2.790  -0.056
40 C 0.765 2.398 -0.051  -0.036
41 C 1.507 -0.023 -2.574  -0.103
42 C -4.314 1.719 2.308  0.040
43 B -0.800 0.181 -0.902  -1.295
44 Be -0.567 0.665 1.474  0.165
45 H -0.843 -2.416 -1.020  0.107
46 H 3.359 -1.062 0.225  0.104
47 H -2.527 1.422 -0.259  0.111
48 H 2.647 -2.189 2.010  0.099
49 H 3.651 -1.052 2.861  0.111
50 H -1.153 5.559 2.075  0.113
51 H 1.212 0.191 -1.558  0.060
52 H 3.986 3.286 -0.134  0.126
53 H -3.693 -0.610 -0.126  0.095
54 H 0.101 -3.793 0.189  0.115
55 H 3.446 -4.251 -2.577  0.110
56 H -2.729 -1.074 3.171  0.131
57 H -4.298 1.397 3.350  0.094
58 H -0.305 -4.653 2.404  0.118
59 H 1.837 1.584 2.956  0.145
60 H -4.846 0.721 -0.258  0.113
61 H -0.267 -1.448 -0.214  0.066
62 H 3.229 -0.889 -1.866  0.073
63 H 3.875 -1.875 -4.167  0.102
64 H -5.085 -0.714 1.003  0.118
65 H 1.157 -2.172 0.197  0.075
66 H -0.129 3.321 2.605  0.132
67 H -2.108 -3.357 3.847  0.106
68 H -5.351 1.783 1.978  0.088
69 H 2.012 -0.189 -0.498  0.051
70 H 1.452 -4.513 -4.040  0.107
71 H -0.155 2.361 -0.617  0.105
72 H -3.817 2.676 2.149  0.071
73 H -2.845 5.593 0.260  0.115
74 H 1.750 3.306 -1.584  0.138
75 H 0.820 0.254 -5.900  0.097
76 H -0.225 0.788 -3.458  0.097
77 H 3.889 2.608 2.108  0.127
78 H -3.472 3.539 -0.926  0.127
79 H 1.973 -1.626 3.513  0.103
80 H 3.172 0.667 0.645  0.086
81 H -0.800 -3.694 -3.288  0.118

HOMO energy: -0.3916 Ha
gap between HOMO and LUMO: 0.272 Eh
energy relative to the best compared isomer or geometry (same formula, charge and spin): 19.112 eV
charge: +1


Entry 4:
Formula: C22H27CsN6
Source: the OMol25 dataset
Level of theory: ωB97M-V/def2-TZVPD

Each line ends with the Löwdin charge.
Atoms and positions in Å:
1 Cs -1.330 -0.002 -1.777  0.792
2 N -1.048 -0.814 3.173  -0.123
3 N -0.940 3.206 -0.936  -0.212
4 N -0.682 0.640 1.575  0.013
5 N 0.519 -3.452 -0.664  0.050
6 N 0.463 -2.636 -1.601  -0.006
7 N 0.239 5.521 -0.501  -0.152
8 C 0.306 -0.582 3.203  -0.060
9 C -2.765 -3.419 0.997  -0.232
10 C -1.835 -2.841 0.153  -0.133
11 C 2.333 -3.797 -2.735  -0.032
12 C -1.262 4.179 -2.015  -0.154
13 C -1.751 -1.720 4.066  -0.012
14 C -1.424 3.821 0.308  -0.171
15 C -0.517 -4.894 0.666  -0.081
16 C 0.526 3.078 -0.760  -0.181
17 C -1.588 -0.091 2.160  -0.201
18 C 2.466 -1.467 -2.141  -0.053
19 C -2.599 -4.618 1.709  -0.138
20 C 3.644 -3.771 -3.193  -0.068
21 C -0.467 5.497 -1.794  -0.166
22 C 1.761 -2.665 -2.185  -0.293
23 C -1.502 -5.474 1.486  -0.090
24 C 3.803 -1.426 -2.563  -0.092
25 C -0.788 5.225 0.502  -0.156
26 C 1.221 4.443 -0.469  -0.148
27 C 4.410 -2.584 -3.065  -0.092
28 C 0.521 0.339 2.210  -0.142
29 C -0.678 -3.665 0.058  -0.351
30 H -1.429 -6.427 2.005  0.089
31 H 0.513 -5.309 0.590  0.107
32 H -0.391 5.360 1.507  0.117
33 H -2.594 -0.088 1.847  0.116
34 H -2.346 4.367 -2.021  0.117
35 H 5.437 -2.565 -3.414  0.093
36 H 4.164 -4.605 -3.573  0.085
37 H -1.872 -2.706 3.592  0.077
38 H -3.662 -2.855 1.258  0.064
39 H -2.515 3.899 0.215  0.115
40 H 4.383 -0.463 -2.560  0.114
41 H 0.925 -1.047 3.906  0.101
42 H -1.241 3.115 1.105  0.086
43 H 0.608 2.327 0.035  0.083
44 H 1.657 4.482 0.526  0.116
45 H -3.396 -4.901 2.354  0.077
46 H 1.468 0.846 1.964  0.099
47 H 1.980 4.628 -1.238  0.117
48 H -1.094 6.394 -1.882  0.114
49 H 0.886 2.611 -1.678  0.099
50 H 1.761 -4.690 -2.749  0.101
51 H 0.236 5.663 -2.621  0.114
52 H -1.209 -1.844 5.020  0.096
53 H 2.020 -0.577 -1.719  0.080
54 H -1.572 5.954 0.362  0.107
55 H -0.996 3.692 -2.947  0.102
56 H -2.754 -1.293 4.252  0.098

HOMO energy: -0.2360 Ha
gap between HOMO and LUMO: 0.229 Eh
charge: 0


Entry 5:
Formula: C13H13I2NO2ReS5
Source: the OMol25 dataset
Level of theory: ωB97M-V/def2-TZVPD

Each line ends with the Mulliken spin population.
Atoms and positions in Å:
1 Re -0.559 -0.067 0.385  0.753
2 I 1.389 1.659 -0.605  0.007
3 I 3.558 -0.014 1.765  0.000
4 S -5.050 1.722 -0.241  0.047
5 S -2.352 -1.497 0.485  0.180
6 S -5.301 -1.244 0.195  -0.021
7 S 0.431 -3.109 -0.271  0.005
8 S -2.082 1.535 0.007  -0.104
9 O -7.328 0.389 -0.244  0.002
10 O 0.667 -1.555 -0.175  0.026
11 N -0.450 0.046 2.355  -0.037
12 C -3.726 -0.553 0.247  -0.073
13 C 0.141 0.727 7.599  0.009
14 C 3.190 1.647 0.542  0.007
15 C 1.027 0.910 5.378  0.012
16 C -3.612 0.816 0.051  0.112
17 C -1.049 0.193 7.116  -0.003
18 C 0.749 -3.687 1.364  0.000
19 C 1.887 -3.631 -1.108  0.003
20 C -0.328 0.186 3.494  0.075
21 C -0.170 0.370 4.900  -0.005
22 C 1.176 1.085 6.740  -0.003
23 C -6.153 0.302 -0.182  -0.001
24 C -1.213 0.006 5.757  0.007
25 H 0.263 0.871 8.665  0.000
26 H -2.132 -0.403 5.359  0.001
27 H 0.650 -4.774 1.348  0.000
28 H 1.822 -3.263 -2.131  0.000
29 H 2.092 1.502 7.134  0.000
30 H 2.753 -3.221 -0.589  0.000
31 H -0.020 -3.263 2.009  0.002
32 H 1.887 -4.722 -1.105  0.000
33 H 3.101 2.530 1.161  0.001
34 H 1.749 -3.381 1.670  0.000
35 H 1.816 1.187 4.690  0.000
36 H 3.978 1.740 -0.195  0.000
37 H -1.843 -0.076 7.798  0.000

HOMO energy (spin up / spin down): -0.5060 / -0.5084 Ha
gap between HOMO and LUMO (spin up / spin down): 0.207 / 0.206 Eh
2S+1: 2
energy relative to the best compared isomer or geometry (same formula, charge and spin): 0.982 eV
charge: +2


Entry 6:
Formula: CH2IN
Source: the OMol25 dataset
Level of theory: ωB97M-V/def2-TZVPD

Each line ends with the Löwdin charge.
Atoms and positions in Å:
1 I 0.751 -1.423 -2.729  0.471
2 N -0.489 0.744 1.360  0.007
3 C 0.261 1.369 1.983  -0.103
4 H 0.407 -0.609 -1.491  -0.475
5 H -0.930 -0.080 0.878  0.100

HOMO energy: -0.3817 Ha
gap between HOMO and LUMO: 0.398 Eh
energy relative to the best compared isomer or geometry (same formula, charge and spin): 0.774 eV
charge: 0


Computed total energy (hartree) in order:
-159.57083, -1714.57129, -2066.05486, -1203.04593, -3372.43338, -391.68871